{
  "formula": "C2H7NS2",
  "method": "ωB97M-V/def2-TZVPD",
  "elements": ["H", "H", "C", "S", "N", "H", "S", "H", "H", "C", "H", "H"],
  "coordinates": [[0.2154, 1.2587, -1.0680], [-2.3858, 1.4694, -3.1009], [0.6371, -0.4202, 1.2392], [-2.2925, 1.9885, -1.8646], [1.5947, -0.8974, 0.2258], [-0.0336, -2.2996, 1.6120], [-0.2632, 2.3898, -1.6355], [2.0176, -0.1281, -0.3784], [1.3913, -1.8551, -0.2618], [-0.3541, -1.2402, 1.7244], [-1.2396, -0.9587, 2.2637], [0.7125, 0.6931, 1.2440]],
  "forces_ev_per_a": [[-0.451, -0.024, -0.137], [0.424, 0.007, -0.037], [-0.785, -0.737, -2.511], [0.266, 0.011, 0.466], [-0.486, -0.331, -0.115], [-1.061, 0.557, -0.019], [-0.275, -0.018, -0.302], [-0.929, -1.932, 1.211], [0.463, 2.898, 1.268], [3.084, 0.387, -0.756], [0.214, 0.161, 0.330], [-0.465, -0.979, 0.602]],
  "nbo_charge": [0.123, 0.126, 0.012, -0.119, -0.877, 0.194, -0.131, 0.386, 0.394, -0.520, 0.221, 0.190],
  "total_energy_ha": -931.4641,
  "total_charge": 0,
  "gap_ev": 8.47,
  "smiles": "C=CN.SS",
  "lumo_energy_ev": 0.1475,
  "spin_multiplicity": 1,
  "e_homo_ev": -8.328
}


{
  "formula": "C2H7NS2",
  "method": "ωB97M-V/def2-TZVPD",
  "elements": ["C", "S", "H", "N", "H", "S", "H", "H", "H", "H", "C", "H"],
  "coordinates": [[1.1674, 1.5118, 1.0807], [-1.6464, -2.2771, -1.6472], [-1.4380, 1.3616, 1.5874], [0.1098, 1.0631, 0.1941], [-1.5027, -3.3070, -0.7654], [0.2463, -2.5008, -2.6411], [-1.7865, 0.3536, -0.0660], [1.1866, -1.9566, -1.7817], [1.7814, 2.2721, 0.6410], [1.0647, 1.9560, 2.0259], [-1.0886, 0.8170, 0.6076], [1.9060, 0.7064, 0.7647]],
  "forces_ev_per_a": [[1.553, -1.185, -3.458], [1.523, -0.379, -0.064], [0.316, -1.629, -1.385], [-1.994, -0.811, 0.700], [-0.082, 0.360, -0.405], [-0.429, 0.178, 0.759], [-0.274, -0.110, -0.080], [-1.044, -0.152, -0.297], [-0.200, 1.079, -1.197], [-0.827, -0.668, 2.009], [1.922, 2.972, 1.296], [-0.464, 0.344, 2.123]],
  "nbo_charge": [-0.484, -0.131, 0.136, -0.396, 0.136, -0.146, 0.189, 0.143, 0.209, 0.197, -0.086, 0.234],
  "total_energy_ha": -931.4417,
  "total_charge": 0,
  "gap_ev": 9.49,
  "smiles": "C=NC.SS",
  "lumo_energy_ev": 0.0684,
  "spin_multiplicity": 1,
  "e_homo_ev": -9.421
}


{
  "formula": "C2H7NS2",
  "method": "ωB97M-V/def2-TZVPD",
  "elements": ["H", "S", "C", "N", "C", "H", "H", "H", "H", "H", "H", "S"],
  "coordinates": [[2.9641, 0.3162, -0.9880], [1.8031, -0.2738, 1.2985], [2.0099, 0.2102, -0.4563], [-1.5619, 0.0021, 1.0616], [-1.4897, -0.1710, -0.3853], [1.4376, 1.1098, -0.6482], [1.4664, -0.5878, -1.0133], [-0.8173, -1.0387, -0.6085], [-1.5582, -0.8872, 1.6381], [-2.4924, -0.5407, -0.6550], [-1.0719, 0.6498, -0.9729], [-0.6898, 1.2111, 1.7292]],
  "forces_ev_per_a": [[0.275, -0.029, 1.066], [-1.056, 1.648, 0.015], [-1.359, -1.146, -0.969], [0.887, 0.122, 0.957], [-0.184, -2.494, -0.010], [0.047, 0.289, 0.117], [0.404, 0.535, 0.080], [-0.250, 0.569, 0.247], [-0.247, 1.491, -1.151], [0.323, 0.615, -0.617], [-0.619, 0.248, 0.584], [1.781, -1.848, -0.320]],
  "nbo_charge": [0.225, -0.136, -0.772, -0.724, -0.436, 0.223, 0.196, 0.205, 0.408, 0.208, 0.230, 0.373],
  "total_energy_ha": -931.4272,
  "total_charge": 0,
  "gap_ev": 6.63,
  "lumo_energy_ev": -1.7413,
  "spin_multiplicity": 1,
  "e_homo_ev": -8.375
}


{
  "formula": "C2H7NS2",
  "method": "ωB97M-V/def2-TZVPD",
  "elements": ["S", "H", "C", "H", "H", "S", "N", "H", "H", "H", "H", "C"],
  "coordinates": [[2.4737, -1.5967, -1.4894], [-0.4948, 1.8363, -1.2179], [-1.2712, 0.7459, 0.3890], [-0.7038, 0.1362, -1.4975], [-1.3680, -0.0632, 2.2872], [2.6289, 0.0428, -0.1510], [-0.7600, 0.9314, -0.8870], [-1.8706, 1.5928, 0.7155], [1.4915, -0.3001, 0.4542], [-0.4967, -1.1355, 1.1337], [1.2920, -2.0381, -1.0452], [-0.9210, -0.1519, 1.3084]],
  "forces_ev_per_a": [[0.144, 0.103, -0.045], [-0.255, 0.034, -0.111], [1.078, 1.532, 0.156], [0.420, 0.225, -0.137], [-0.158, 0.035, 0.057], [0.002, -0.315, -0.207], [-0.655, -1.215, -0.051], [0.095, -0.002, 0.198], [-0.095, 0.277, 0.274], [0.510, 0.245, -0.304], [-0.013, 0.014, 0.013], [-1.074, -0.934, 0.158]],
  "nbo_charge": [-0.147, 0.397, 0.023, 0.386, 0.207, -0.135, -0.857, 0.180, 0.149, 0.188, 0.128, -0.518],
  "total_energy_ha": -931.4712,
  "total_charge": 0,
  "gap_ev": 8.63,
  "smiles": "C=CN.SS",
  "lumo_energy_ev": 0.2404,
  "spin_multiplicity": 1,
  "e_homo_ev": -8.393
}


{
  "formula": "C2H7NS2",
  "method": "ωB97M-V/def2-TZVPD",
  "elements": ["C", "C", "S", "H", "H", "N", "H", "H", "H", "H", "H", "S"],
  "coordinates": [[-0.2190, 1.9185, -0.3102], [1.8017, 1.1618, 0.6422], [-2.5310, -3.1887, -0.6255], [-0.5650, 3.0031, -0.4006], [1.3483, 0.3218, 1.2608], [1.0728, 2.0790, 0.0437], [-0.6573, 1.3362, 0.4766], [-0.3265, 1.3597, -1.2345], [-1.7441, -3.8628, -1.3988], [-0.2692, -3.0360, 0.9539], [2.9069, 0.9656, 0.4083], [-0.8176, -2.0581, 0.1841]],
  "forces_ev_per_a": [[-2.722, 1.818, 0.872], [-1.622, 0.533, -1.386], [0.896, 1.543, 1.627], [-0.716, -1.761, -0.100], [0.059, 0.698, -0.771], [7.902, -2.577, 0.403], [-1.606, -0.325, 0.445], [0.100, 0.239, -0.310], [0.610, -0.807, -1.020], [-0.361, 0.253, -0.231], [-1.405, 1.358, 0.852], [-1.135, -0.973, -0.380]],
  "nbo_charge": [-0.437, -0.064, -0.103, 0.207, 0.123, -0.403, 0.172, 0.219, 0.120, 0.136, 0.186, -0.155],
  "total_energy_ha": -931.4338,
  "total_charge": 0,
  "gap_ev": 8.60,
  "smiles": "C=NC.SS",
  "lumo_energy_ev": -0.3105,
  "spin_multiplicity": 1,
  "e_homo_ev": -8.915
}


{
  "formula": "C2H7NS2",
  "method": "ωB97M-V/def2-TZVPD",
  "elements": ["H", "C", "H", "H", "H", "H", "C", "H", "S", "N", "H", "S"],
  "coordinates": [[-0.0949, -0.4320, -1.4455], [0.2216, 0.3877, -0.7416], [-0.6886, -0.6468, 0.7556], [2.1614, -0.6312, 0.7608], [-2.6250, 0.1246, -1.8087], [0.3767, 0.7747, 1.3383], [0.3201, -0.1809, 0.7339], [1.2563, 0.7287, -0.9487], [-0.9684, 1.7323, -0.8949], [1.3026, -1.1784, 0.8972], [1.3702, -1.4088, 1.9375], [-2.6320, 0.7300, -0.5840]],
  "forces_ev_per_a": [[0.605, 0.791, 0.555], [1.260, -1.399, 0.626], [0.481, 0.360, 1.129], [0.276, -0.812, -0.083], [-0.402, 0.134, 0.467], [-0.052, -1.220, -0.003], [-3.492, 1.858, -1.669], [-0.675, 0.200, -0.593], [1.728, 0.933, -0.125], [1.995, 0.084, 1.977], [-0.295, 0.127, -1.828], [-1.430, -1.056, -0.452]],
  "nbo_charge": [0.218, -0.556, 0.198, 0.339, 0.120, 0.164, -0.238, 0.217, 0.108, -0.809, 0.361, -0.122],
  "total_energy_ha": -931.5023,
  "total_charge": 0,
  "gap_ev": 9.56,
  "smiles": "NCCSS",
  "lumo_energy_ev": 0.6999,
  "spin_multiplicity": 1,
  "e_homo_ev": -8.858
}


{
  "formula": "C2H7NS5",
  "method": "ωB97M-V/def2-TZVPD",
  "elements": ["S", "S", "C", "S", "N", "C", "H", "H", "H", "H", "H", "S", "H", "H", "S"],
  "coordinates": [[-0.3956, 1.2210, -1.2301], [-1.5299, -1.7601, -0.9113], [0.3136, 0.6429, 1.1389], [0.5734, 2.5195, 1.8287], [0.5953, 0.5559, -0.1405], [0.1189, -1.8889, -0.5217], [-1.6562, -1.1394, 0.2753], [0.6767, -2.0572, -2.7531], [-2.1542, 0.9412, 1.0775], [1.4090, 3.0319, 0.8403], [0.3711, -1.8452, 0.5062], [1.3920, -2.1958, -1.5800], [1.0516, 0.2309, 1.8346], [0.6265, 1.4781, -2.2635], [-1.3920, 0.2652, 1.8988]],
  "forces_ev_per_a": [[1.012, 1.220, -2.524], [0.799, -0.393, -0.493], [-0.060, 2.636, 2.985], [0.271, 0.237, -0.830], [0.811, -2.238, -1.596], [-0.305, 1.111, -0.316], [-0.772, 0.146, 0.483], [0.456, -0.114, 0.777], [-0.326, 0.729, -0.626], [-0.648, -0.710, 0.736], [0.286, -0.246, 0.730], [-0.240, -0.270, -1.229], [-0.416, -0.766, -0.436], [-1.752, -0.432, 1.666], [0.884, -0.912, 0.675]],
  "nbo_charge": [0.216, 0.163, -0.156, -0.218, -0.791, -0.487, 0.162, 0.139, 0.133, 0.132, 0.236, 0.200, 0.225, 0.133, -0.086],
  "total_energy_ha": -2125.9287,
  "total_charge": 0,
  "gap_ev": [6.66, 5.91],
  "lumo_energy_ev": [-0.7521, -1.1473],
  "spin_multiplicity": 1,
  "e_homo_ev": [-7.414, -7.053]
}


{
  "formula": "C2H7NaO3",
  "method": "ωB97M-V/def2-TZVPD",
  "elements": ["H", "C", "C", "Na", "H", "O", "H", "H", "H", "H", "H", "O", "O"],
  "coordinates": [[0.7325, -2.2179, 2.2325], [0.6076, -0.6358, 1.0960], [-0.4697, 0.4076, 0.8620], [1.4471, 1.5136, -1.9715], [1.5651, -0.1204, 1.2895], [-0.3018, 1.1185, -0.3009], [0.7174, -1.2638, 0.1929], [-0.7167, 0.0855, -3.4941], [-1.4697, -0.0721, 0.7852], [-0.5826, 1.0922, 1.7296], [-1.1339, 0.6644, -1.7359], [-0.6146, 0.8345, -2.8913], [0.2195, -1.4063, 2.2060]],
  "forces_ev_per_a": [[0.037, -0.068, 0.056], [0.741, -0.046, 0.131], [-1.019, -0.785, -0.647], [-0.459, -0.026, -0.134], [-0.115, -0.134, -0.125], [0.430, 0.096, 0.576], [-0.095, 0.265, 0.180], [-0.486, -0.160, 0.515], [0.205, 0.093, 0.368], [0.112, 0.138, -0.242], [2.149, 0.567, -5.228], [-1.297, -0.213, 4.680], [-0.205, 0.273, -0.130]],
  "nbo_charge": [0.492, -0.084, -0.160, 0.988, 0.165, -0.376, 0.168, 0.499, 0.228, 0.290, 0.529, -1.041, -0.698],
  "total_energy_ha": -468.0978,
  "total_charge": 1,
  "gap_ev": [10.05, 7.18],
  "lumo_energy_ev": [-4.3326, -7.1532],
  "s2": 0.7549,
  "spin_multiplicity": 2,
  "e_homo_ev": [-14.386, -14.334]
}


{
  "formula": "C2H7O",
  "method": "ωB97M-V/def2-TZVPD",
  "elements": ["H", "H", "H", "H", "H", "H", "O", "C", "H", "C"],
  "coordinates": [[0.8099, -0.0145, 1.4819], [0.2748, -1.1963, 0.1033], [-0.5729, -1.1035, 1.5625], [-0.4310, 1.1244, -0.5837], [-1.2120, 1.4752, 1.0859], [-1.9194, 0.4306, -0.1112], [1.7925, -0.8450, -2.1799], [-0.9852, 0.6637, 0.3306], [2.3112, -0.1810, -2.6556], [-0.0679, -0.3535, 0.9661]],
  "forces_ev_per_a": [[0.248, 0.479, 0.018], [-0.358, 2.560, 1.915], [-0.390, 0.377, 0.820], [-0.747, -0.319, 1.714], [0.318, -0.582, -0.954], [-0.893, -1.246, -0.002], [-0.177, -0.230, 0.133], [2.039, 2.904, -0.383], [0.171, 0.228, -0.138], [-0.212, -4.169, -3.123]],
  "nbo_charge": [0.213, 0.196, 0.207, 0.199, 0.199, 0.215, -0.408, -0.618, 0.408, -0.612],
  "total_energy_ha": -155.5081,
  "total_charge": 0,
  "gap_ev": [11.85, 8.79],
  "lumo_energy_ev": [0.9796, -2.0737],
  "s2": 0.7528,
  "spin_multiplicity": 2,
  "e_homo_ev": [-10.867, -10.867]
}


{
  "formula": "C2H7O",
  "method": "ωB97M-V/def2-TZVPD",
  "elements": ["H", "H", "H", "O", "H", "C", "H", "H", "H", "C"],
  "coordinates": [[1.3396, 1.5037, 0.2474], [-0.6671, -0.3366, -0.3352], [0.4909, -1.2164, 1.3510], [-1.3295, -0.1973, -1.1236], [-2.0255, -0.7872, -1.4520], [0.7582, 0.7631, 0.7785], [-1.2041, 0.6728, -1.5362], [1.5663, -0.9551, -0.1528], [0.1682, 1.1069, 1.6164], [0.9029, -0.5539, 0.6066]],
  "forces_ev_per_a": [[-0.204, 0.025, -0.397], [0.099, -0.107, -0.042], [-0.224, -0.343, -0.060], [0.294, 0.435, 0.098], [0.016, -0.039, 0.094], [0.190, -0.219, 0.582], [-0.329, -0.117, -0.261], [-0.048, -0.080, 0.072], [-0.113, 0.218, 0.008], [0.319, 0.228, -0.095]],
  "nbo_charge": [0.230, 0.551, 0.240, -0.839, 0.585, -0.323, 0.571, 0.237, 0.224, -0.476],
  "total_energy_ha": -155.2951,
  "total_charge": 1,
  "gap_ev": 11.56,
  "lumo_energy_ev": -4.3784,
  "spin_multiplicity": 1,
  "e_homo_ev": -15.935
}


Which ΔE to the lowest compared entry with this formula, charge and spin belongs to each record? In order, 1.6195; 2.2269; 2.6232; 1.4254; 2.4420; 0.5782; 2.6601; 0.8255; 1.0858; 0.0079 eV.